A structure of composition C6H12N at a distorted geometry, computed with ωB97M-V/def2-TZVPD.

XYZ file:
```
19
Properties=species:S:1:pos:R:3:lowdin_charge:R:1
C -1.071 0.321 0.764 0.1348
C 0.393 0.486 1.029 -0.2475
C 0.569 -0.113 -0.389 -0.1950
C 0.702 1.951 1.334 -0.0220
C 1.450 -1.384 -0.643 0.0289
C -1.778 -0.857 -1.286 0.0088
N -0.886 -0.297 -0.370 -0.0317
H -1.877 0.757 1.241 0.1468
H 0.833 -0.172 1.767 0.1558
H 0.820 0.596 -1.095 0.1379
H 1.768 2.013 1.680 0.1127
H 0.004 2.195 2.182 0.1075
H 0.424 2.498 0.449 0.0840
H 1.948 -1.778 0.328 0.1315
H 2.206 -1.156 -1.330 0.0667
H 0.826 -2.094 -1.001 0.0343
H -2.542 -0.236 -1.692 0.1047
H -2.560 -1.518 -0.851 0.1380
H -1.230 -1.214 -2.118 0.1037
```

Properties
**ΔE to the lowest compared entry with this formula, charge and spin**: 47.4 kcal per mole
**Highest occupied orbital energy**: -15.7 eV
**Frontier orbital gap**: 11.01 eV
**Net charge**: +1
**DFT total energy**: -290.24641 a.u.

A cluster of 2 separate species, C6H12N in total at a distorted geometry, computed with ωB97M-V/def2-TZVPD.

XYZ file:
```
19
Properties=species:S:1:pos:R:3:lowdin_charge:R:1
C 3.160 0.118 -0.133 -0.0092
C 2.183 0.817 0.289 0.1522
C -1.607 1.267 0.016 -0.1513
C -2.363 0.105 0.339 -0.1054
C -0.889 0.261 0.876 -0.2870
C 0.188 -1.352 -0.793 -0.0403
N 0.236 -0.491 0.395 -0.0495
H 4.216 0.466 -0.427 0.1393
H 3.044 -0.955 -0.324 0.0795
H 1.874 1.767 0.846 0.1294
H -1.242 1.421 -1.039 0.1335
H -1.944 2.246 0.487 0.1416
H -2.996 0.080 1.202 0.0971
H -2.574 -0.889 -0.287 0.1589
H -0.807 0.513 2.025 0.1868
H 1.154 -1.729 -1.019 0.0647
H -0.588 -2.088 -0.643 0.0941
H -0.201 -0.760 -1.670 0.1209
H 0.743 -0.945 1.168 0.1447
```

Properties
**ΔE to the lowest compared entry with this formula, charge and spin**: 123.1 kcal per mole
**Highest occupied orbital energy (spin up / spin down)**: -13.3 / -13.3 eV
**Frontier orbital gap (spin up / spin down)**: 7.76 / 7.77 eV
**Net charge**: +1
**DFT total energy**: -290.12573 a.u.

A cluster of 2 separate species, C6H12N in total at a distorted geometry, computed with ωB97M-V/def2-TZVPD.

XYZ file:
```
19
Properties=species:S:1:pos:R:3:lowdin_charge:R:1
C 0.638 -2.025 0.532 0.0412
C 0.623 -0.541 0.637 -0.2616
C 0.073 -0.235 -0.672 -0.0579
C 0.731 0.286 1.865 0.0214
C 0.534 -0.393 -2.058 -0.0124
C -1.623 2.593 -0.342 0.1212
N -0.562 -1.308 0.124 0.1138
H 1.177 -2.518 -0.268 0.1293
H 0.571 -2.599 1.450 0.1463
H -0.214 0.341 2.401 0.1037
H 1.035 1.297 1.602 0.0972
H 1.477 -0.136 2.535 0.0992
H 1.349 0.304 -2.232 0.1012
H -0.273 -0.167 -2.752 0.0957
H 0.882 -1.407 -2.279 0.0997
H -0.690 3.115 -0.405 -0.0103
H -2.118 2.511 0.607 -0.0102
H -2.111 2.267 -1.237 -0.0133
H -1.499 -1.388 0.492 0.1958
```

Properties
**ΔE to the lowest compared entry with this formula, charge and spin**: 141.0 kcal per mole
**Highest occupied orbital energy (spin up / spin down)**: -12.4 / -13.9 eV
**Frontier orbital gap (spin up / spin down)**: 7.34 / 10.47 eV
**Net charge**: +1
**DFT total energy**: -290.09728 a.u.